## A
{
  "formula": "H22O11",
  "method": "the ωB97M-V functional and the def2-TZVPD basis",
  "elements": ["O", "H", "H", "O", "H", "H", "O", "H", "H", "O", "H", "H", "O", "H", "H", "O", "H", "H", "O", "H", "H", "O", "H", "H", "O", "H", "H", "O", "H", "H", "O", "H", "H"],
  "xyz": [[-2.149, 25.770, -1.931], [-1.483, 26.468, -1.855], [-1.841, 25.040, -1.364], [-0.969, 25.255, 1.957], [-1.062, 24.435, 2.407], [-0.734, 25.112, 1.075], [1.048, 23.302, -2.311], [0.360, 23.164, -2.992], [1.289, 24.212, -2.453], [-0.354, 21.674, 0.999], [-1.075, 22.264, 1.238], [0.339, 22.210, 0.681], [-1.100, 23.740, -0.538], [-0.451, 23.428, -1.176], [-1.887, 23.271, -0.690], [-1.234, 23.509, -3.783], [-1.479, 24.387, -3.411], [-2.017, 22.963, -3.698], [-3.428, 22.438, -1.239], [-3.504, 21.671, -0.633], [-3.447, 22.084, -2.106], [-0.359, 20.596, -1.690], [-0.467, 21.017, -0.818], [0.569, 20.585, -1.891], [-4.696, 24.583, -2.577], [-3.822, 24.714, -2.180], [-4.574, 23.664, -2.499], [0.813, 26.349, -0.377], [0.525, 26.182, -1.297], [0.172, 26.937, -0.018], [-2.895, 22.468, 1.742], [-3.054, 21.648, 2.208], [-3.717, 22.975, 1.676]],
  "nbo_charge": [-0.996, 0.472, 0.492, -0.958, 0.470, 0.486, -0.967, 0.507, 0.464, -0.967, 0.498, 0.477, -1.001, 0.506, 0.494, -0.965, 0.501, 0.476, -0.962, 0.506, 0.475, -0.983, 0.491, 0.474, -0.917, 0.470, 0.442, -0.923, 0.451, 0.474, -0.975, 0.489, 0.499],
  "homo_ev": -11.127,
  "lumo_energy_ev": -0.23,
  "homo_lumo_gap_ev": 10.902,
  "smiles": "O.O.O.O.O.O.O.O.O.O.O",
  "total_charge": 0
}

## B
{
  "formula": "H22O11",
  "method": "the ωB97M-V functional and the def2-TZVPD basis",
  "elements": ["O", "H", "H", "O", "H", "H", "O", "H", "H", "O", "H", "H", "O", "H", "H", "O", "H", "H", "O", "H", "H", "O", "H", "H", "O", "H", "H", "O", "H", "H", "O", "H", "H"],
  "xyz": [[1.684, -2.877, -0.831], [1.662, -3.701, -1.331], [1.082, -2.293, -1.300], [0.374, 3.223, 0.494], [1.004, 3.167, -0.234], [0.888, 3.562, 1.236], [-1.790, -2.587, -1.911], [-2.571, -2.871, -2.395], [-1.899, -1.624, -1.811], [-2.414, 2.745, 0.843], [-1.540, 3.045, 0.544], [-2.263, 1.945, 1.373], [2.216, 1.253, -0.552], [3.136, 1.218, -0.840], [1.730, 0.658, -1.135], [0.725, -2.991, 2.075], [0.537, -2.506, 1.263], [-0.024, -3.584, 2.186], [-2.452, 0.191, -1.469], [-1.526, 0.442, -1.568], [-2.926, 0.788, -2.061], [-1.396, 0.721, 2.586], [-1.026, 1.005, 3.429], [-1.056, -0.172, 2.442], [-0.111, -0.294, 0.480], [0.094, -0.626, -0.409], [0.049, 0.660, 0.449], [0.462, -0.438, -2.327], [0.146, 0.355, -2.780], [0.406, -1.135, -2.998], [2.574, 1.123, 2.299], [1.954, 0.651, 2.861], [2.271, 0.947, 1.392]],
  "nbo_charge": [-0.931, 0.475, 0.458, -0.970, 0.488, 0.492, -0.980, 0.471, 0.493, -0.995, 0.483, 0.494, -0.975, 0.490, 0.490, -0.948, 0.485, 0.462, -0.929, 0.462, 0.481, -0.963, 0.474, 0.499, -0.973, 0.471, 0.491, -0.984, 0.490, 0.510, -0.967, 0.468, 0.489],
  "homo_ev": -10.004,
  "lumo_energy_ev": -0.56,
  "homo_lumo_gap_ev": 9.442,
  "smiles": "O.O.O.O.O.O.O.O.O.O.O",
  "total_charge": 0
}

Pick B: it beats the second-best structure by 0.0049 hartree.

## A
{
  "formula": "C2H8",
  "method": "the ωB97M-V functional and the def2-TZVPD basis",
  "elements": ["C", "H", "H", "H", "H", "C", "H", "H", "H", "H"],
  "xyz": [[-2.075, -0.197, 3.645], [-1.374, -0.056, 4.482], [-1.530, -0.117, 2.693], [-2.856, 0.575, 3.687], [-2.539, -1.192, 3.719], [-3.826, 3.471, 4.095], [-3.604, 2.794, 4.934], [-4.833, 3.258, 3.708], [-3.086, 3.318, 3.296], [-3.779, 4.513, 4.443]],
  "nbo_charge": [-0.853, 0.213, 0.213, 0.214, 0.213, -0.855, 0.213, 0.214, 0.214, 0.215],
  "homo_ev": -13.118,
  "lumo_energy_ev": 1.10,
  "homo_lumo_gap_ev": 14.220,
  "smiles": "C.C",
  "total_charge": 0
}

## B
{
  "formula": "C2H8",
  "method": "the ωB97M-V functional and the def2-TZVPD basis",
  "elements": ["C", "H", "H", "H", "H", "C", "H", "H", "H", "H"],
  "xyz": [[-6.924, -1.375, 13.325], [-6.824, -2.337, 12.801], [-7.989, -1.116, 13.416], [-6.404, -0.591, 12.755], [-6.479, -1.455, 14.327], [-4.917, -1.055, 11.261], [-4.910, -1.570, 10.289], [-5.553, -1.610, 11.966], [-5.313, -0.037, 11.133], [-3.892, -1.002, 11.655]],
  "nbo_charge": [-0.854, 0.206, 0.216, 0.224, 0.217, -0.861, 0.212, 0.224, 0.204, 0.212],
  "homo_ev": -11.649,
  "lumo_energy_ev": 1.17,
  "homo_lumo_gap_ev": 12.821,
  "smiles": "C.C",
  "total_charge": 0
}

Pick A: it beats the second-best structure by 0.0262 hartree.

## A
{
  "formula": "CH7N3O",
  "method": "the ωB97M-V functional and the def2-TZVPD basis",
  "elements": ["C", "N", "N", "N", "O", "H", "H", "H", "H", "H", "H", "H"],
  "xyz": [[0.178, -0.330, -1.497], [-1.102, -0.008, 1.083], [0.100, 0.604, 0.241], [1.158, 0.101, 1.000], [-1.393, -1.010, 0.300], [-1.826, 0.729, 1.021], [-0.190, 1.588, 0.312], [1.214, -0.900, 0.840], [1.181, 0.456, 1.954], [-0.682, 0.048, -2.033], [1.122, 0.130, -1.761], [0.241, -1.410, -1.461]],
  "nbo_charge": [-0.306, -0.147, -0.219, -0.680, -0.687, 0.253, 0.388, 0.386, 0.381, 0.214, 0.187, 0.231],
  "homo_ev": [-6.900, -6.901],
  "lumo_energy_ev": [0.30, 0.30],
  "homo_lumo_gap_ev": [7.201, 7.202],
  "total_charge": 0
}

## B
{
  "formula": "CH7N3O",
  "method": "the ωB97M-V functional and the def2-TZVPD basis",
  "elements": ["N", "C", "N", "N", "H", "H", "H", "H", "H", "H", "H", "O"],
  "xyz": [[-1.393, -0.306, -0.856], [-0.505, 0.488, -0.052], [0.449, 1.048, -0.870], [-0.732, 0.865, 1.212], [-2.128, -0.796, -0.352], [-1.053, -0.718, -1.625], [0.114, 1.266, -1.885], [1.172, 1.536, -0.346], [-1.174, 0.286, 1.692], [2.138, -1.944, -0.032], [2.124, -1.479, 1.386], [1.697, -1.541, 0.634]],
  "nbo_charge": [-0.851, 0.608, -0.856, -0.789, 0.386, 0.369, 0.403, 0.414, 0.314, 0.465, 0.464, -0.927],
  "homo_ev": -8.640,
  "lumo_energy_ev": 0.85,
  "homo_lumo_gap_ev": 9.493,
  "smiles": "N=C(N)N.O",
  "total_charge": 0
}

## C
{
  "formula": "CH7N3O",
  "method": "the ωB97M-V functional and the def2-TZVPD basis",
  "elements": ["N", "C", "N", "N", "H", "H", "H", "H", "H", "H", "H", "O"],
  "xyz": [[0.519, -1.992, 0.270], [0.187, -0.645, 0.041], [-0.792, -0.389, -0.868], [0.767, 0.316, 0.675], [1.532, -1.988, 0.305], [0.076, -2.703, -0.299], [-1.360, -1.094, -1.290], [-0.976, 0.595, -1.012], [0.984, -0.002, 1.612], [-0.149, 1.883, 0.354], [-0.134, 3.390, 0.220], [-0.654, 2.629, -0.009]],
  "nbo_charge": [-0.847, 0.617, -0.824, -0.870, 0.398, 0.380, 0.394, 0.430, 0.361, 0.492, 0.465, -0.998],
  "homo_ev": -9.113,
  "lumo_energy_ev": 0.74,
  "homo_lumo_gap_ev": 9.853,
  "smiles": "N=C(N)N.O",
  "total_charge": 0
}

Pick C: it beats the second-best structure by 0.0656 hartree.

## A
{
  "formula": "C2H6O",
  "method": "the ωB97M-V functional and the def2-TZVPD basis",
  "elements": ["C", "C", "H", "H", "H", "H", "O", "H", "H"],
  "xyz": [[0.773, -0.570, -1.053], [0.752, -1.082, 0.193], [1.500, -0.889, -1.808], [0.031, 0.183, -1.345], [1.457, -1.885, 0.436], [0.082, -0.735, 0.988], [-1.217, 1.639, 1.111], [-1.542, 0.945, 0.493], [-1.835, 2.394, 0.984]],
  "nbo_charge": [-0.392, -0.388, 0.199, 0.186, 0.193, 0.201, -0.940, 0.468, 0.473],
  "homo_ev": -10.068,
  "lumo_energy_ev": 0.89,
  "homo_lumo_gap_ev": 10.959,
  "smiles": "C=C.O",
  "total_charge": 0
}

## B
{
  "formula": "C2H6O",
  "method": "the ωB97M-V functional and the def2-TZVPD basis",
  "elements": ["C", "C", "H", "H", "H", "H", "H", "H", "O"],
  "xyz": [[0.616, -1.105, -0.578], [1.296, -0.057, -0.019], [0.296, -1.009, -1.641], [0.601, -1.905, 0.130], [1.455, 0.650, -0.761], [1.567, 0.063, 0.908], [-1.919, 1.013, -0.287], [-2.124, 1.300, 1.101], [-1.419, 0.857, 0.517]],
  "nbo_charge": [-0.409, -0.344, 0.205, 0.197, 0.173, 0.178, 0.460, 0.459, -0.918],
  "homo_ev": -9.377,
  "lumo_energy_ev": 0.83,
  "homo_lumo_gap_ev": 10.211,
  "smiles": "C=C.O",
  "total_charge": 0
}

Pick A: it beats the second-best structure by 0.0358 hartree.

## A
{
  "formula": "C2H6O",
  "method": "the ωB97M-V functional and the def2-TZVPD basis",
  "elements": ["C", "O", "C", "H", "H", "H", "H", "H", "H"],
  "xyz": [[-0.405, -0.208, -0.434], [-1.406, 0.586, 0.318], [0.940, 0.119, 0.178], [-0.673, -1.258, -0.462], [-0.497, 0.289, -1.395], [-1.975, -0.005, 0.809], [1.108, 1.171, 0.368], [1.130, -0.480, 1.073], [1.778, -0.215, -0.457]],
  "nbo_charge": [-0.074, -0.743, -0.633, 0.175, 0.177, 0.464, 0.224, 0.204, 0.206],
  "homo_ev": -10.254,
  "lumo_energy_ev": 1.06,
  "homo_lumo_gap_ev": 11.313,
  "smiles": "CCO",
  "total_charge": 0
}

## B
{
  "formula": "C2H6O",
  "method": "the ωB97M-V functional and the def2-TZVPD basis",
  "elements": ["C", "H", "H", "H", "H", "O", "C", "H", "H"],
  "xyz": [[-1.543, -0.043, 0.534], [-0.883, 0.824, 0.617], [-1.794, -0.434, 1.523], [-1.027, -0.870, 0.034], [-2.415, 0.246, -0.055], [2.043, -0.259, 0.474], [1.921, 0.063, -0.672], [1.833, 1.130, -0.950], [1.865, -0.657, -1.504]],
  "nbo_charge": [-0.852, 0.212, 0.219, 0.210, 0.211, -0.490, 0.280, 0.103, 0.107],
  "homo_ev": -10.266,
  "lumo_energy_ev": 0.85,
  "homo_lumo_gap_ev": 11.119,
  "smiles": "C=O.C",
  "total_charge": 0
}

Pick A: it beats the second-best structure by 0.0171 hartree.

## A
{
  "formula": "C2H6O",
  "method": "the ωB97M-V functional and the def2-TZVPD basis",
  "elements": ["C", "C", "H", "H", "H", "H", "H", "H", "O"],
  "xyz": [[-1.150, -0.051, -0.005], [1.190, -0.065, 0.010], [-1.501, 0.347, 1.015], [-2.049, -0.723, -0.311], [-1.007, 0.869, -0.727], [1.262, 0.520, -0.923], [2.073, -0.731, 0.088], [1.193, 0.656, 0.860], [-0.011, -0.821, -0.006]],
  "nbo_charge": [-0.253, -0.251, 0.163, 0.195, 0.160, 0.167, 0.198, 0.167, -0.545],
  "homo_ev": -9.829,
  "lumo_energy_ev": 1.11,
  "homo_lumo_gap_ev": 10.943,
  "smiles": "COC",
  "total_charge": 0
}

## B
{
  "formula": "C2H6O",
  "method": "the ωB97M-V functional and the def2-TZVPD basis",
  "elements": ["C", "C", "H", "H", "H", "H", "H", "H", "O"],
  "xyz": [[2.240, 0.005, -0.766], [2.749, -0.947, -1.686], [1.799, -0.325, 0.147], [2.563, 1.031, -0.960], [2.274, -1.865, -1.908], [3.794, -1.074, -1.860], [-4.968, 0.486, 2.766], [-5.420, 1.259, 1.681], [-5.030, 1.431, 2.587]],
  "nbo_charge": [-0.383, -0.388, 0.206, 0.193, 0.173, 0.200, 0.459, 0.460, -0.918],
  "homo_ev": -8.855,
  "lumo_energy_ev": 0.63,
  "homo_lumo_gap_ev": 9.486,
  "smiles": "C=C.O",
  "total_charge": 0
}

Pick A: it beats the second-best structure by 0.0620 hartree.